w:
This record from OMol25 describes a cluster of 2 separate species, C5H14NS in total. The level of theory is ωB97M-V/def2-TZVPD.

Values from the calculation:
* E_HOMO (spin up / spin down): -12.74 / -12.37 eV
* HOMO-LUMO gap (spin up / spin down): 8.0 / 7.0 eV
* LUMO (spin up / spin down): -4.74 / -5.41 eV

Structure (ORCA input):
```
! wB97M-V def2-TZVPD RIJCOSX def2/J DEFGRID3
* xyz 1 1
C -0.458 -1.043 0.403
C -2.159 0.396 1.302
C -1.863 0.100 -1.153
C 4.064 -0.348 -0.483
C -0.237 1.269 0.099
N -1.205 0.199 0.159
S 2.326 -0.559 -0.120
H 0.173 -1.172 -0.486
H 0.210 -0.831 1.117
H -1.059 -2.008 0.456
H -2.581 1.433 1.123
H -3.058 -0.200 1.149
H -1.682 0.221 2.239
H -1.103 -0.035 -1.999
H -2.466 -0.851 -1.034
H -2.459 1.024 -1.275
H 4.183 0.499 -1.061
H 4.302 -1.228 -0.966
H 4.669 -0.062 0.519
H 0.484 1.430 0.879
H -0.080 1.766 -0.868
*
```

x:
This record from OMol25 describes a cluster of 2 separate species, C5H14NS in total. The level of theory is ωB97M-V/def2-TZVPD.

Values from the calculation:
* E_HOMO (spin up / spin down): -12.88 / -11.03 eV
* HOMO-LUMO gap (spin up / spin down): 9.5 / 6.7 eV
* LUMO (spin up / spin down): -3.37 / -4.32 eV

Structure (ORCA input):
```
! wB97M-V def2-TZVPD RIJCOSX def2/J DEFGRID3
* xyz 1 1
C -1.719 0.477 -0.606
C -0.911 -1.815 -0.622
C -0.479 -0.421 1.304
C 0.747 -0.103 -0.845
C 1.436 2.559 0.083
N -0.469 -0.419 -0.194
S 2.057 2.284 1.620
H -1.755 0.429 -1.750
H -2.561 0.093 -0.029
H -1.510 1.582 -0.284
H -0.269 -2.700 -0.289
H -1.848 -1.836 -0.082
H -1.251 -1.674 -1.602
H 0.549 -0.113 1.764
H -1.297 0.205 1.627
H -0.444 -1.466 1.731
H 1.655 -0.533 -0.496
H 0.702 -0.163 -1.929
H 1.944 2.865 -0.826
H 0.315 2.518 0.047
H 3.213 2.970 1.553
*
```

y:
This record from OMol25 describes a structure of composition C5H14NS. The level of theory is ωB97M-V/def2-TZVPD.

Values from the calculation:
* E_HOMO: -13.14 eV
* HOMO-LUMO gap: 9.8 eV
* LUMO: -3.32 eV

Structure (ORCA input):
```
! wB97M-V def2-TZVPD RIJCOSX def2/J DEFGRID3
* xyz 1 1
C -0.317 2.087 -0.541
C -2.724 -0.755 0.181
C 2.712 0.399 -0.155
C 1.100 -1.954 0.666
C -0.729 0.392 -0.668
N -1.466 -0.027 0.325
S 1.307 -0.756 -0.677
H -0.277 2.443 -1.596
H -1.305 2.336 -0.150
H -3.440 -0.113 -0.285
H -2.416 -1.592 -0.374
H -3.031 -1.024 1.102
H 2.668 0.381 0.993
H 2.504 1.381 -0.606
H 3.660 -0.074 -0.459
H 1.168 -2.984 0.345
H 0.232 -1.707 1.194
H 2.001 -1.966 1.293
H 0.443 2.865 0.059
H -0.709 0.173 -1.809
H -1.381 0.494 1.164
*
```

Decreasing stability: y, w, x

w:
This record from OMol25 describes an isolated molecule of C5H8. The level of theory is ωB97M-V/def2-TZVPD.

Values from the calculation:
* E_HOMO: -8.57 eV
* HOMO-LUMO gap: 9.5 eV
* structure (SMILES): C=C/C=C\C
* LUMO: 0.95 eV

Structure (ORCA input):
```
! wB97M-V def2-TZVPD RIJCOSX def2/J DEFGRID3
* xyz 0 1
C 0.938 -1.886 1.298
C 0.666 -0.652 0.741
C 0.044 -0.578 -0.608
C -0.702 0.444 -1.095
C -0.721 1.821 -0.432
H 0.690 -2.849 0.803
H 1.430 -2.019 2.232
H 0.823 0.277 1.252
H 0.052 -1.523 -1.206
H -1.185 0.352 -2.052
H 0.312 1.772 0.327
H -0.565 2.686 -1.388
H -1.783 2.155 0.129
*
```

x:
This record from OMol25 describes an isolated molecule of C5H8. The level of theory is ωB97M-V/def2-TZVPD.

Values from the calculation:
* E_HOMO: -9.28 eV
* HOMO-LUMO gap: 10.4 eV
* structure (SMILES): CC#CCC
* LUMO: 1.08 eV

Structure (ORCA input):
```
! wB97M-V def2-TZVPD RIJCOSX def2/J DEFGRID3
* xyz 0 1
C 2.479 -0.116 -0.350
C 1.326 0.106 0.511
C 0.190 -0.006 0.894
C -1.189 -0.437 0.654
C -1.928 0.588 -0.207
H 3.391 0.401 -0.062
H 2.657 -1.196 -0.387
H 2.183 0.199 -1.358
H -1.053 -1.347 0.055
H -1.741 -0.721 1.553
H -2.261 1.451 0.376
H -2.793 0.120 -0.685
H -1.262 0.957 -0.994
*
```

Decreasing stability: x, w

w:
This record from OMol25 describes an isolated molecule of C5H8. The level of theory is ωB97M-V/def2-TZVPD.

Values from the calculation:
* E_HOMO: -8.74 eV
* HOMO-LUMO gap: 10.0 eV
* structure (SMILES): C1=CCCC1
* LUMO: 1.21 eV

Structure (ORCA input):
```
! wB97M-V def2-TZVPD RIJCOSX def2/J DEFGRID3
* xyz 0 1
C -0.434 1.007 -0.769
C 0.871 0.740 -0.755
C 1.213 -0.174 0.399
C -0.128 -0.911 0.583
C -1.194 0.139 0.180
H -0.870 1.660 -1.518
H 1.086 0.625 -1.798
H 2.070 -0.834 0.236
H 1.443 0.423 1.296
H -0.152 -1.751 -0.125
H -0.288 -1.316 1.585
H -2.046 -0.314 -0.343
H -1.572 0.706 1.029
*
```

x:
This record from OMol25 describes an isolated molecule of C5H8. The level of theory is ωB97M-V/def2-TZVPD.

Values from the calculation:
* E_HOMO: -9.60 eV
* HOMO-LUMO gap: 10.7 eV
* structure (SMILES): C#CC(C)C
* LUMO: 1.13 eV

Structure (ORCA input):
```
! wB97M-V def2-TZVPD RIJCOSX def2/J DEFGRID3
* xyz 0 1
C -0.325 -0.252 2.488
C -0.382 -0.122 1.273
C -0.414 0.259 -0.102
C 0.669 1.248 -0.544
C -0.161 -1.232 -0.899
H -0.404 -0.305 3.543
H -1.301 0.664 -0.477
H 0.976 1.079 -1.536
H 1.467 1.142 0.110
H 0.154 2.184 -0.525
H 0.684 -1.720 -0.342
H -1.093 -1.811 -1.105
H 0.131 -1.131 -1.884
*
```

y:
This record from OMol25 describes an isolated molecule of C5H8. The level of theory is ωB97M-V/def2-TZVPD.

Values from the calculation:
* E_HOMO: -8.77 eV
* HOMO-LUMO gap: 9.9 eV
* structure (SMILES): CC1=C[C@@H]1C
* LUMO: 1.14 eV

Structure (ORCA input):
```
! wB97M-V def2-TZVPD RIJCOSX def2/J DEFGRID3
* xyz 0 1
C 2.013 -0.065 0.397
C 0.777 0.612 -0.044
C -0.070 1.568 -0.323
C -0.623 0.235 -0.606
C -1.728 -0.478 0.213
H 2.940 0.606 0.372
H 2.087 -0.980 -0.116
H 1.891 -0.404 1.379
H -0.084 2.644 -0.489
H -0.881 -0.119 -1.683
H -1.387 -0.588 1.309
H -1.911 -1.382 -0.246
H -2.550 0.208 0.253
*
```

z:
This record from OMol25 describes an isolated molecule of C5H8. The level of theory is ωB97M-V/def2-TZVPD.

Values from the calculation:
* E_HOMO: -9.92 eV
* HOMO-LUMO gap: 10.3 eV
* LUMO: 0.41 eV

Structure (ORCA input):
```
! wB97M-V def2-TZVPD RIJCOSX def2/J DEFGRID3
* xyz 0 1
C -0.233 -0.683 0.682
C -1.450 -0.144 -0.068
C 0.072 1.662 -1.288
C 1.037 1.011 -0.689
C 1.146 -0.259 0.121
H -0.283 -1.776 0.660
H -0.307 -0.386 1.733
H -1.710 -0.751 -0.941
H -2.305 -0.058 0.615
H -1.284 0.867 -0.475
H 1.877 1.709 -0.808
H 1.572 -1.078 -0.480
H 1.867 -0.114 0.939
*
```

Decreasing stability: w, x, y, z

w:
This record from OMol25 describes a cluster of 2 separate species, C5H13NO in total. The level of theory is ωB97M-V/def2-TZVPD.

Values from the calculation:
* E_HOMO: -7.92 eV
* HOMO-LUMO gap: 8.6 eV
* structure (SMILES): C=C(N)CCC.O
* LUMO: 0.70 eV

Structure (ORCA input):
```
! wB97M-V def2-TZVPD RIJCOSX def2/J DEFGRID3
* xyz 0 1
C 1.098 2.324 -0.999
C 0.654 1.085 -0.743
N 1.376 0.121 -0.036
C -0.469 0.528 -1.619
C -1.457 -0.420 -0.951
C -2.641 0.358 -0.365
H 0.685 2.876 -1.841
H 1.820 2.896 -0.426
H 0.964 -0.788 0.064
H 1.871 0.512 0.746
H -1.007 1.371 -2.052
H 0.119 0.159 -2.476
H -1.927 -1.143 -1.633
H -0.925 -1.072 -0.258
H -2.388 1.022 0.466
H -3.173 0.874 -1.152
H -3.386 -0.357 -0.015
O 2.557 -3.588 4.438
H 3.103 -3.377 3.665
H 3.126 -3.382 5.187
*
```

x:
This record from OMol25 describes an isolated molecule of C5H13NO. The level of theory is ωB97M-V/def2-TZVPD.

Values from the calculation:
* E_HOMO: -9.58 eV
* HOMO-LUMO gap: 10.4 eV
* structure (SMILES): CC(C)(N)CCO
* LUMO: 0.83 eV

Structure (ORCA input):
```
! wB97M-V def2-TZVPD RIJCOSX def2/J DEFGRID3
* xyz 0 1
C -0.010 1.529 0.507
C -0.407 0.219 -0.186
C -1.940 0.138 -0.289
N 0.160 0.228 -1.547
C 0.128 -1.023 0.567
C 1.636 -1.065 0.839
O 2.423 -0.733 -0.296
H -0.456 2.396 0.004
H 1.075 1.680 0.513
H -0.351 1.540 1.548
H -2.414 0.438 0.653
H -2.276 -0.879 -0.521
H -2.329 0.800 -1.072
H -0.176 1.051 -2.052
H -0.203 -0.572 -2.070
H -0.130 -1.918 -0.016
H -0.395 -1.129 1.527
H 1.901 -0.390 1.658
H 1.921 -2.077 1.146
H 1.846 -0.235 -0.914
*
```

y:
This record from OMol25 describes a cluster of 2 separate species, C5H13NO in total. The level of theory is ωB97M-V/def2-TZVPD.

Values from the calculation:
* E_HOMO: -7.77 eV
* HOMO-LUMO gap: 8.6 eV
* structure (SMILES): C=C(CC)NC.O
* LUMO: 0.88 eV

Structure (ORCA input):
```
! wB97M-V def2-TZVPD RIJCOSX def2/J DEFGRID3
* xyz 0 1
C 2.025 0.469 0.807
C 0.741 0.007 0.717
C 0.409 -1.363 0.271
C -0.555 -1.373 -0.940
N -0.208 0.883 1.266
C -1.672 0.737 1.160
H 2.405 1.420 1.137
H 2.734 -0.336 0.614
H 1.350 -1.848 0.025
H -0.002 -1.972 1.082
H 0.054 -1.128 -1.810
H -1.079 -2.323 -0.981
H -1.282 -0.580 -0.865
H 0.086 1.735 1.678
H -2.115 0.998 0.204
H -1.986 1.492 1.899
H -1.999 -0.234 1.528
O 0.126 1.385 -2.809
H 0.734 0.684 -3.140
H 0.234 1.348 -1.844
*
```

Decreasing stability: x, w, y

w:
This record from OMol25 describes an isolated molecule of C5H10O2. The level of theory is ωB97M-V/def2-TZVPD.

Values from the calculation:
* E_HOMO: -9.15 eV
* HOMO-LUMO gap: 10.3 eV
* structure (SMILES): C/C=C/OOCC
* LUMO: 1.20 eV

Structure (ORCA input):
```
! wB97M-V def2-TZVPD RIJCOSX def2/J DEFGRID3
* xyz 0 1
C 2.005 -2.541 0.564
C 1.198 -1.339 0.940
C 1.100 -0.239 0.200
O 0.278 0.816 0.525
O -1.084 0.316 0.431
C -1.873 1.428 0.063
C -1.519 2.008 -1.294
H 2.687 -2.830 1.371
H 1.346 -3.401 0.404
H 2.584 -2.378 -0.349
H 0.627 -1.416 1.863
H 1.653 -0.078 -0.726
H -1.819 2.193 0.849
H -2.880 0.999 0.055
H -1.456 1.210 -2.040
H -2.289 2.723 -1.599
H -0.559 2.529 -1.256
*
```

x:
This record from OMol25 describes an isolated molecule of C5H10O2. The level of theory is ωB97M-V/def2-TZVPD.

Values from the calculation:
* E_HOMO: -9.10 eV
* HOMO-LUMO gap: 10.0 eV
* structure (SMILES): CO[C@H]1C[C@H]1CO
* LUMO: 0.94 eV

Structure (ORCA input):
```
! wB97M-V def2-TZVPD RIJCOSX def2/J DEFGRID3
* xyz 0 1
C 2.396 0.414 -0.112
O 1.074 0.334 -0.605
C 0.364 -0.644 0.075
C -0.270 -0.316 1.406
C -1.093 -0.513 0.184
C -1.955 0.477 -0.560
O -1.614 0.908 -1.859
H 2.921 -0.546 -0.234
H 2.397 0.679 0.954
H 2.915 1.185 -0.684
H 0.679 -1.666 -0.118
H -0.407 -1.106 2.131
H -0.143 0.691 1.793
H -1.542 -1.602 0.196
H -2.522 -0.477 -0.551
H -2.545 1.247 -0.040
H -0.656 0.936 -1.975
*
```

Decreasing stability: x, w